Below is a 2-piece molecular cluster, ClHOS overall in a non-equilibrium geometry, with properties calculated with ωB97M-V with the def2-TZVPD basis set.

Last column: natural (NBO) charge in e.
Positions of all 4 atoms, in Å:
O 0.99666 -0.22877 -0.62945  -0.55
S -0.75350 -0.70480 0.95475  0.11
Cl 1.62302 1.24453 -0.60703  0.33
H -1.86618 -0.31095 0.28173  0.12

ΔE to the lowest compared entry with this formula, charge and spin: 295.2 kJ/mol
Net charge: 0
Gap between HOMO and LUMO (spin up / spin down): 7.07 / 7.05 eV